# 1
DFT (wB97M-V/def2-TZVPD) results for the ion C3H9N4 with charge +1 in a non-equilibrium geometry.

Properties
Total charge = +1
HOMO-LUMO gap = 0.3811 hartree
Energy above the lowest of the compared OMol25 structures with the same formula, charge and spin = 1.2809 eV
SMILES = N[C@@H]1NC=[NH+][C@H]1N

Structure (XYZ):
```
16
Properties=species:S:1:pos:R:3:forces:R:3
N -2.044 -0.635 -0.092 0.440 1.021 -0.112
C -0.857 -0.223 0.527 2.085 1.634 -3.164
N -0.516 1.412 0.381 -0.445 -2.324 0.664
C 0.571 1.592 -0.342 -0.665 -0.441 -1.126
N 1.094 0.454 -0.710 0.499 0.681 -0.644
C 0.439 -0.753 -0.191 0.911 1.036 1.860
N 1.298 -1.413 0.711 -0.066 -0.999 0.365
H -2.844 -0.106 0.245 -0.154 -0.437 0.063
H -1.922 -0.440 -1.077 -0.570 -0.256 -0.335
H -0.747 -0.508 1.508 -0.239 -0.096 2.486
H -1.376 1.912 0.411 0.099 1.351 0.088
H 1.068 2.464 -0.809 -0.943 0.107 0.954
H 1.892 0.466 -1.333 0.006 -0.413 0.274
H 0.307 -1.402 -0.962 -1.155 -1.688 -2.415
H 1.628 -0.751 1.370 0.817 0.088 0.930
H 2.009 -2.069 0.364 -0.620 0.737 0.112
```
Positions in Å, forces in eV/Å.

# 2
DFT (wB97M-V/def2-TZVPD) results for the ion C3H9N4 with charge +1 in a non-equilibrium geometry.

Properties
Total charge = +1
HOMO-LUMO gap = 0.4155 hartree
Energy above the lowest of the compared OMol25 structures with the same formula, charge and spin = 3.3554 eV
SMILES = C[C@@H]1N[NH2+]N=C1N

Structure (XYZ):
```
16
Properties=species:S:1:pos:R:3:forces:R:3
C 1.774 0.185 0.298 0.242 -0.809 1.392
C 0.508 0.397 -0.472 -1.983 -2.410 -1.981
N -0.255 1.498 -0.013 -0.553 1.472 0.899
N -1.642 1.106 0.062 0.852 -1.477 -2.797
N -1.760 -0.343 0.244 1.010 -0.928 -0.136
C -0.603 -0.871 -0.118 0.011 4.460 -0.246
N -0.301 -2.129 -0.198 -1.735 -1.387 0.532
H 2.449 -0.649 0.053 -1.176 -0.550 -0.033
H 1.448 0.185 1.356 0.224 -0.883 -0.239
H 2.561 0.877 0.389 0.419 2.186 -0.900
H 0.468 0.557 -1.588 0.925 -0.974 0.859
H 0.024 1.659 0.921 0.187 0.610 1.433
H -1.992 1.293 -0.917 -0.190 0.053 1.364
H -2.193 1.615 0.744 0.021 0.170 0.285
H 0.490 -2.498 -0.609 2.393 0.023 -0.848
H -0.975 -2.880 -0.150 -0.647 0.445 0.415
```
Positions in Å, forces in eV/Å.

# 3
DFT (wB97M-V/def2-TZVPD) results for a cluster of 2 separate species, C3H9N4 in total in a non-equilibrium geometry.

Properties
Total charge = +1
HOMO-LUMO gap = 0.3662 hartree
Energy above the lowest of the compared OMol25 structures with the same formula, charge and spin = 2.3392 eV

Structure (XYZ):
```
16
Properties=species:S:1:pos:R:3:forces:R:3
C 3.432 0.044 0.024 -0.762 -0.010 -0.005
C -0.540 1.080 0.216 0.327 0.225 0.041
C -2.716 0.126 -0.098 -1.176 0.074 -0.050
N 2.285 0.145 0.069 -0.230 -0.146 0.026
N -1.286 0.052 0.090 0.145 0.737 -0.125
N 4.717 -0.096 -0.031 1.233 -0.109 -0.009
N -0.817 -1.197 0.212 0.794 -1.038 0.464
H 0.539 0.957 0.320 -0.261 -0.130 0.021
H -0.970 2.066 0.211 -0.353 -0.042 -0.078
H -2.996 -0.359 -1.034 0.176 0.018 0.006
H -3.222 -0.390 0.721 0.186 0.035 -0.010
H -3.046 1.162 -0.127 0.185 -0.067 0.007
H 5.216 0.034 -0.895 -0.027 0.013 0.006
H 5.245 -0.290 0.805 -0.010 0.020 -0.023
H -1.330 -1.931 -0.252 -0.077 0.291 -0.156
H 0.197 -1.275 0.216 -0.149 0.131 -0.115
```
Positions in Å, forces in eV/Å.

# 4
DFT (wB97M-V/def2-TZVPD) results for the ion C3H9N4 with charge +1 in a non-equilibrium geometry.

Properties
Total charge = +1
HOMO-LUMO gap = 0.3933 hartree
Energy above the lowest of the compared OMol25 structures with the same formula, charge and spin = 3.0796 eV
SMILES = NN1CC=N[C@H]1[NH3+]

Structure (XYZ):
```
16
Properties=species:S:1:pos:R:3:forces:R:3
N 1.339 1.412 0.061 -2.127 2.705 -0.472
N 0.626 0.220 -0.242 -0.922 0.779 0.330
C -0.133 0.235 -1.524 0.126 -0.915 -0.115
C -1.377 -0.611 -1.158 1.025 -0.616 -1.357
N -1.536 -0.776 0.080 1.054 1.342 1.268
C -0.418 0.004 0.765 -0.517 -2.680 -0.643
N 0.197 -1.098 1.690 0.062 1.055 -0.315
H 2.300 1.642 -0.183 0.076 -1.715 -0.410
H 0.796 2.180 -0.426 0.846 -0.714 1.121
H 0.619 -0.205 -2.249 -1.623 0.833 0.098
H -0.597 1.229 -1.742 1.018 -0.315 -0.328
H -2.053 -1.123 -1.888 0.631 0.686 0.582
H -0.841 0.784 1.397 0.461 0.340 -0.273
H -0.278 -1.956 1.315 0.534 0.469 1.264
H 1.182 -1.071 1.393 -0.153 -0.433 0.153
H 0.173 -0.868 2.709 -0.489 -0.819 -0.903
```
Positions in Å, forces in eV/Å.

# 5
DFT (wB97M-V/def2-TZVPD) results for the ion C3H9N4 with charge +1 in a non-equilibrium geometry.

Properties
Total charge = +1
HOMO-LUMO gap = 0.3038 hartree
Energy above the lowest of the compared OMol25 structures with the same formula, charge and spin = 6.2049 eV
SMILES = [H]/N=N/CC/[NH+]=N\C

Structure (XYZ):
```
16
Properties=species:S:1:pos:R:3:forces:R:3
H 1.647 1.351 -2.655 -0.756 -0.093 0.167
N 2.071 0.792 -1.911 2.561 -0.057 -0.016
N 1.298 0.269 -1.144 -1.208 3.589 -4.582
C 1.659 -0.478 -0.103 1.147 -4.591 4.050
C 0.238 -1.022 0.290 1.203 -0.792 0.102
N -0.734 -0.285 -0.584 -1.349 -1.289 2.148
N -1.603 0.401 -0.067 -1.551 0.493 -2.006
C -1.979 0.838 1.271 -1.201 1.682 -1.536
H 2.263 -0.027 0.692 -0.560 0.707 -0.023
H 2.298 -1.417 -0.251 -0.595 1.324 -0.745
H 0.291 -2.103 0.082 -0.855 0.439 -0.108
H -0.113 -0.872 1.307 0.199 0.049 -0.008
H -0.940 -0.505 -1.593 0.821 0.320 1.141
H -2.184 0.082 1.992 0.104 -0.924 0.385
H -1.263 1.552 1.648 0.423 0.166 0.197
H -2.949 1.423 1.028 1.618 -1.023 0.835
```
Positions in Å, forces in eV/Å.

# 6
DFT (wB97M-V/def2-TZVPD) results for the ion C3H9N4S2 with charge +1 in a non-equilibrium geometry.

Properties
Total charge = +1
HOMO-LUMO gap = 0.3106 hartree
Energy above the lowest of the compared OMol25 structures with the same formula, charge and spin = 0.8855 eV
SMILES = NC1(N)CC=[NH+]N1SS

Structure (XYZ):
```
18
Properties=species:S:1:pos:R:3:forces:R:3
N 1.653 0.026 1.191 -2.201 4.826 -1.286
C 0.332 -0.234 0.751 -1.285 -0.691 0.173
N -0.639 0.306 1.718 -0.458 -4.157 -1.833
C -0.224 -1.662 0.359 -0.105 -0.665 -1.091
C -1.345 -1.270 -0.655 5.045 2.343 2.101
N -0.953 -0.145 -1.165 -1.121 -0.204 -0.672
N 0.141 0.468 -0.607 0.684 0.145 -0.570
S 1.438 0.910 -1.767 -1.248 0.490 1.781
S 1.079 2.987 -1.691 -0.087 -1.453 -2.238
H 1.565 0.964 1.735 0.779 -2.234 -1.228
H 2.085 -0.597 1.750 1.435 -2.848 2.205
H -1.593 0.338 1.392 -0.260 -0.287 -0.126
H -0.434 1.180 1.982 1.250 4.020 1.263
H 0.407 -2.347 -0.283 0.072 1.063 0.467
H -0.488 -2.352 1.163 -0.405 0.689 0.196
H -2.173 -1.749 -0.962 -2.815 -1.631 -1.022
H -1.459 0.375 -1.903 0.433 -0.424 0.470
H 0.608 2.801 -3.007 0.286 1.017 1.410
```
Positions in Å, forces in eV/Å.

# 7
DFT (wB97M-V/def2-TZVPD) results for a cluster of 2 separate species, C3H9N5 in total in a non-equilibrium geometry.

Properties
HOMO-LUMO gap = 0.3565 hartree
Energy above the lowest of the compared OMol25 structures with the same formula, charge and spin = 2.3045 eV
SMILES = CNC/C=N\N.N#N

Structure (XYZ):
```
17
Properties=species:S:1:pos:R:3:forces:R:3
C -1.135 -1.544 1.084 0.022 -0.189 -0.481
N -0.306 -0.831 0.139 0.546 -1.230 -1.775
C -0.950 0.333 -0.453 0.178 -0.421 -0.329
C -0.095 0.971 -1.519 -0.393 -0.061 0.176
N 0.897 1.743 -1.349 0.373 0.004 -0.507
N 1.335 2.080 -0.121 -0.170 0.110 0.523
H -2.082 -1.884 0.641 -0.026 -0.078 0.100
H -0.592 -2.410 1.461 -0.041 -0.016 0.084
H -1.375 -0.885 1.920 0.017 0.016 0.051
H 0.335 -1.455 -0.521 -2.717 1.859 1.579
H -1.925 0.066 -0.889 0.019 0.152 -0.027
H -1.140 1.053 0.353 -0.018 -0.021 0.005
H -0.370 0.802 -2.552 -0.007 -0.002 -0.082
H 2.272 2.452 -0.158 -0.158 -0.085 0.039
H 1.172 1.430 0.644 0.035 0.184 -0.252
N 1.711 -0.603 0.997 3.221 -2.324 -1.414
N 2.249 -1.317 0.323 -0.880 2.103 2.308
```
Positions in Å, forces in eV/Å.

# 8
DFT (wB97M-V/def2-TZVPD) results for the molecule C3H9N5 in a non-equilibrium geometry.

Properties
HOMO-LUMO gap = 0.3562 hartree
Energy above the lowest of the compared OMol25 structures with the same formula, charge and spin = 3.2237 eV
SMILES = [H]/N=C\NN(C)/C(N)=N\[H]

Structure (XYZ):
```
17
Properties=species:S:1:pos:R:3:forces:R:3
H 1.745 -1.619 0.924 0.174 0.249 -0.647
N 1.350 -1.808 1.828 -2.309 0.831 1.255
C 0.182 -1.262 1.946 0.696 -1.768 0.780
N -0.562 -0.631 0.959 0.614 -0.677 0.118
N 0.084 -0.257 -0.203 -1.678 -0.550 -0.851
C -0.497 -0.780 -1.475 3.173 -2.531 0.921
C 0.312 1.092 -0.305 0.467 1.955 2.343
N 0.133 1.605 -1.569 -1.874 4.163 -2.150
N 0.645 1.902 0.630 -0.975 0.202 1.350
H 0.495 1.655 1.646 0.882 -0.462 -1.796
H -0.491 -1.423 2.874 1.473 0.339 -1.288
H -1.163 0.077 1.291 -0.987 0.800 0.580
H -0.666 -1.907 -1.320 0.312 1.744 -0.371
H -1.408 -0.313 -1.834 0.070 0.104 -0.091
H 0.513 -0.576 -2.001 -2.569 -0.864 -0.874
H -0.907 1.527 -1.853 2.340 -0.234 0.426
H 0.234 2.717 -1.536 0.192 -3.301 0.295
```
Positions in Å, forces in eV/Å.